[1]
Here is a molecular structure, C9H19CsNO in a non-equilibrium geometry from the Open Molecules 2025 dataset. Energies are from wB97M-V/def2-TZVPD.

Calculated values
Largest force on an atom ... 0.0560 Eh/bohr
E_HOMO ... -12.4736 eV
LUMO ... -3.062 eV
Energy relative to the best compared isomer or geometry (same formula, charge and spin) ... 204.7 kJ/mol
Charge ... +1

Geometry as XYZ:
```
31
C9H19CsNO | the Open Molecules 2025 dataset | wB97M-V/def2-TZVPD
Cs -17.747 -31.955 -3.525
C -18.760 -29.678 -1.855
C -20.093 -29.686 -2.595
C -19.927 -28.752 -3.806
C -20.874 -28.978 -5.031
C -20.984 -30.407 -5.359
C -21.356 -31.243 -4.143
N -20.354 -31.088 -3.060
O -20.300 -32.189 -2.137
C -22.791 -30.925 -3.660
C -21.294 -32.664 -4.771
C -21.223 -29.124 -1.593
H -17.942 -30.158 -2.393
H -18.918 -30.249 -0.940
H -18.389 -28.667 -1.689
H -20.159 -27.729 -3.512
H -18.880 -28.832 -4.099
H -20.461 -28.327 -5.802
H -21.888 -28.705 -4.739
H -20.032 -30.638 -5.837
H -21.779 -30.442 -6.103
H -23.004 -29.866 -3.512
H -23.609 -31.223 -4.316
H -23.059 -31.594 -2.842
H -21.438 -33.437 -4.016
H -21.986 -32.906 -5.577
H -20.299 -33.018 -5.041
H -20.836 -28.303 -0.990
H -21.526 -29.952 -0.953
H -21.952 -28.554 -2.169
H -20.883 -31.987 -1.402
```

***

[2]
Here is a molecular structure, C9H19CsNO in a non-equilibrium geometry from the Open Molecules 2025 dataset. Energies are from wB97M-V/def2-TZVPD.

Calculated values
Largest force on an atom ... 0.0253 Eh/bohr
E_HOMO ... -11.6306 eV
LUMO ... -3.540 eV
Energy relative to the best compared isomer or geometry (same formula, charge and spin) ... 60.5 kJ/mol
Charge ... +1

Geometry as XYZ:
```
31
C9H19CsNO | the Open Molecules 2025 dataset | wB97M-V/def2-TZVPD
Cs -2.886 -2.486 -2.679
C 0.639 -1.587 1.469
C -0.009 -0.212 1.367
C 1.049 0.900 1.469
C 1.807 1.160 0.181
C 0.827 1.387 -0.963
C -0.198 0.233 -1.149
N -0.821 -0.061 0.130
O -1.777 -1.119 0.038
C -1.234 0.845 -2.116
C 0.577 -0.914 -1.804
C -0.969 0.005 2.537
H 1.235 -1.889 0.601
H -0.152 -2.336 1.531
H 1.387 -1.690 2.256
H 0.563 1.842 1.737
H 1.761 0.643 2.253
H 2.528 0.370 -0.047
H 2.407 2.073 0.224
H 1.374 1.520 -1.897
H 0.248 2.293 -0.769
H -1.844 0.137 -2.693
H -1.967 1.508 -1.656
H -0.722 1.440 -2.873
H 0.759 -0.691 -2.862
H 1.549 -1.076 -1.346
H 0.122 -1.912 -1.831
H -1.518 0.944 2.415
H -0.398 0.057 3.464
H -1.779 -0.722 2.642
H -2.560 -0.662 0.370
```

***

[3]
Here is 3 unconnected molecules or ions with the total composition C9H19FNO4 in a non-equilibrium geometry from the Open Molecules 2025 dataset. Energies are from wB97M-V/def2-TZVPD.

Calculated values
Largest force on an atom ... 0.0393 Eh/bohr
E_HOMO ... -1.0670 eV
LUMO ... 2.186 eV
Charge ... -1

Geometry as XYZ:
```
34
C9H19FNO4 | the Open Molecules 2025 dataset | wB97M-V/def2-TZVPD
C 5.940 2.966 -2.635
N 4.652 2.246 -2.807
F 3.624 3.257 -2.612
H 6.441 3.050 -3.646
H 5.732 4.002 -2.257
H 6.565 2.366 -1.915
O 2.464 -1.133 -1.526
C 1.553 -0.355 -1.627
O 0.297 -0.769 -1.330
C -0.833 0.101 -1.257
C -1.430 0.344 -2.627
C 1.761 1.038 -2.156
H -0.579 1.029 -0.739
H -1.567 -0.409 -0.630
H -0.720 0.836 -3.293
H -2.324 0.968 -2.553
H -1.701 -0.604 -3.097
H 1.805 1.002 -3.244
H 2.712 1.414 -1.772
H 0.997 1.749 -1.843
O -4.236 0.432 2.435
C -3.593 -0.487 2.867
O -2.266 -0.360 3.016
C -1.438 -1.330 3.669
C -1.044 -2.445 2.722
C -4.242 -1.813 3.163
H -1.916 -1.700 4.579
H -0.542 -0.796 3.987
H -1.916 -2.995 2.361
H -0.373 -3.150 3.215
H -0.541 -2.039 1.843
H -4.354 -2.370 2.233
H -5.226 -1.624 3.590
H -3.702 -2.419 3.888
```

***

[4]
Here is a molecular structure, C9H19FeN4O8P2 from the Open Molecules 2025 dataset. Energies are from wB97M-V/def2-TZVPD.

Calculated values
Largest force on an atom ... 0.0055 Eh/bohr
E_HOMO (alpha / beta) ... -12.3251 / -11.2059 eV
LUMO (alpha / beta) ... -2.181 / -2.187 eV
Energy relative to the best compared isomer or geometry (same formula, charge and spin) ... 1.4 kJ/mol
Charge ... +1
Spin multiplicity ... 5

Geometry as XYZ:
```
43
C9H19FeN4O8P2 | the Open Molecules 2025 dataset | wB97M-V/def2-TZVPD
Fe -0.456 0.417 0.375
O -0.504 0.172 2.544
C -1.260 -0.912 3.085
C -1.968 -1.645 1.967
C -2.766 -2.745 2.245
C -3.376 -3.403 1.192
C -3.172 -2.948 -0.103
C -2.365 -1.845 -0.294
N -1.779 -1.206 0.725
H 0.165 0.465 3.170
H -1.994 -0.530 3.799
H -0.597 -1.608 3.603
H -2.899 -3.075 3.266
H -4.002 -4.266 1.379
H -3.628 -3.436 -0.952
H -2.163 -1.445 -1.280
N 2.405 -1.647 -2.315
C 2.201 -0.180 -1.969
C 3.323 0.646 -2.577
P 0.506 0.172 -2.735
O 0.791 1.487 -3.596
O 0.296 -1.028 -3.588
O -0.493 0.533 -1.668
P 2.119 -0.121 -0.139
O 3.630 -0.413 0.288
O 1.198 -1.246 0.229
O 1.659 1.232 0.342
H 1.704 -1.814 -3.094
H 2.129 -2.237 -1.524
H 3.363 -1.851 -2.590
H 3.316 0.589 -3.666
H 4.293 0.314 -2.200
H 3.191 1.691 -2.306
H 0.160 2.190 -3.407
H 4.022 0.254 0.862
N 0.275 3.446 1.490
C -1.022 3.257 1.183
N -1.905 4.216 1.521
O -1.437 2.224 0.613
H 0.596 4.352 1.784
H 0.953 2.802 1.095
H -1.634 5.082 1.948
H -2.872 4.059 1.300
```

***

[5]
Here is a molecular structure, C9H19InNO in a non-equilibrium geometry from the Open Molecules 2025 dataset. Energies are from wB97M-V/def2-TZVPD.

Calculated values
Largest force on an atom ... 0.0820 Eh/bohr
E_HOMO ... -22.6066 eV
LUMO ... -16.642 eV
Energy relative to the best compared isomer or geometry (same formula, charge and spin) ... 11.1 kJ/mol
Charge ... +3

Geometry as XYZ:
```
31
C9H19InNO | the Open Molecules 2025 dataset | wB97M-V/def2-TZVPD
In 6.103 -7.420 -8.254
C 4.889 -12.962 -8.191
C 4.557 -11.535 -8.819
C 3.441 -11.698 -9.898
C 2.026 -11.741 -9.320
C 1.828 -10.522 -8.474
C 2.842 -10.430 -7.317
N 4.178 -10.591 -7.843
O 5.160 -10.178 -6.999
C 2.729 -9.058 -6.634
C 2.560 -11.650 -6.293
C 5.895 -11.191 -9.564
H 5.795 -13.055 -7.582
H 4.967 -13.687 -9.000
H 4.118 -13.310 -7.506
H 3.616 -10.924 -10.649
H 3.552 -12.667 -10.383
H 1.937 -12.687 -8.774
H 1.312 -11.884 -10.134
H 0.803 -10.478 -8.095
H 1.913 -9.566 -9.008
H 3.207 -8.332 -7.283
H 1.659 -8.856 -6.522
H 3.020 -9.020 -5.582
H 2.467 -12.638 -6.718
H 3.331 -11.566 -5.523
H 1.604 -11.382 -5.830
H 6.214 -12.069 -10.117
H 6.688 -11.142 -8.803
H 5.920 -10.208 -10.026
H 5.365 -10.989 -6.475
```

***

[6]
Here is a molecular structure, C9H19N2O in a non-equilibrium geometry from the Open Molecules 2025 dataset. Energies are from wB97M-V/def2-TZVPD.

Calculated values
Largest force on an atom ... 0.0788 Eh/bohr
E_HOMO ... -1.8248 eV
LUMO ... 3.671 eV
Energy relative to the best compared isomer or geometry (same formula, charge and spin) ... 44.8 kJ/mol
Charge ... -1

Geometry as XYZ:
```
31
C9H19N2O | the Open Molecules 2025 dataset | wB97M-V/def2-TZVPD
C -1.350 2.820 0.719
C 2.760 0.709 0.274
C -0.702 -0.222 -1.964
C 0.270 -2.427 -1.187
C -2.116 -1.809 -0.600
C 0.312 0.766 2.351
C 1.303 1.073 0.025
C -0.628 -1.209 -0.786
C 0.230 0.500 0.879
N -1.075 1.743 0.244
N -0.145 -0.744 0.545
O -0.512 -1.571 1.552
H -2.166 3.554 0.391
H -0.850 3.243 1.564
H 2.957 -0.323 -0.058
H 3.048 0.902 1.330
H 3.351 1.362 -0.402
H -1.590 -0.481 -2.623
H -0.822 0.702 -1.532
H 0.231 -0.264 -2.571
H 0.360 -2.461 -2.243
H -0.236 -3.352 -0.967
H 1.283 -2.152 -0.812
H -2.817 -0.907 -0.758
H -2.379 -2.615 -1.221
H -2.150 -2.198 0.489
H -0.513 0.537 3.009
H 0.556 1.862 2.444
H 1.113 0.085 2.739
H 1.151 0.714 -1.019
H 1.125 2.162 0.187
```

***

[7]
Here is a gas-phase ion, C9H19N2O2 (charge +1) in a non-equilibrium geometry from the Open Molecules 2025 dataset. Energies are from wB97M-V/def2-TZVPD.

Calculated values
Largest force on an atom ... 0.1016 Eh/bohr
E_HOMO ... -13.3464 eV
LUMO ... -2.546 eV
Energy relative to the best compared isomer or geometry (same formula, charge and spin) ... 372.9 kJ/mol
Charge ... +1

Geometry as XYZ:
```
32
C9H19N2O2 | the Open Molecules 2025 dataset | wB97M-V/def2-TZVPD
C 2.267 1.853 1.567
O 1.510 0.864 0.903
N 0.418 1.481 0.069
C -0.335 0.340 -0.426
C -1.539 1.075 -1.157
C -0.645 -0.654 0.658
C -1.520 0.080 1.705
C -1.470 -1.917 0.081
C -0.676 -2.642 -1.025
O 0.018 -1.688 -1.989
C 0.489 -0.531 -1.449
C 1.618 0.087 -2.151
N 1.986 -0.771 -1.046
H 3.164 1.468 1.868
H 1.683 2.178 2.401
H 2.540 2.866 1.092
H -0.090 1.915 0.941
H -1.882 1.857 -0.593
H -2.324 0.482 -1.548
H -0.990 1.474 -2.048
H 0.210 -1.054 1.030
H -1.001 0.975 2.211
H -1.814 -0.541 2.602
H -2.461 0.411 1.228
H -2.473 -1.578 -0.335
H -1.738 -2.696 0.856
H 0.040 -3.219 -0.637
H -1.266 -3.170 -1.729
H 1.798 -0.111 -3.133
H 1.772 1.168 -1.775
H 2.221 -1.733 -1.313
H 2.420 -0.382 -0.229
```

***

Which formula does entry 3 have? C9H19FNO4

***

Copy entry 6 word for word.
Here is a molecular structure, C9H19N2O in a non-equilibrium geometry from the Open Molecules 2025 dataset. Energies are from wB97M-V/def2-TZVPD.

Calculated values
Largest force on an atom ... 0.0788 Eh/bohr
E_HOMO ... -1.8248 eV
LUMO ... 3.671 eV
Energy relative to the best compared isomer or geometry (same formula, charge and spin) ... 44.8 kJ/mol
Charge ... -1

Geometry as XYZ:
```
31
C9H19N2O | the Open Molecules 2025 dataset | wB97M-V/def2-TZVPD
C -1.350 2.820 0.719
C 2.760 0.709 0.274
C -0.702 -0.222 -1.964
C 0.270 -2.427 -1.187
C -2.116 -1.809 -0.600
C 0.312 0.766 2.351
C 1.303 1.073 0.025
C -0.628 -1.209 -0.786
C 0.230 0.500 0.879
N -1.075 1.743 0.244
N -0.145 -0.744 0.545
O -0.512 -1.571 1.552
H -2.166 3.554 0.391
H -0.850 3.243 1.564
H 2.957 -0.323 -0.058
H 3.048 0.902 1.330
H 3.351 1.362 -0.402
H -1.590 -0.481 -2.623
H -0.822 0.702 -1.532
H 0.231 -0.264 -2.571
H 0.360 -2.461 -2.243
H -0.236 -3.352 -0.967
H 1.283 -2.152 -0.812
H -2.817 -0.907 -0.758
H -2.379 -2.615 -1.221
H -2.150 -2.198 0.489
H -0.513 0.537 3.009
H 0.556 1.862 2.444
H 1.113 0.085 2.739
H 1.151 0.714 -1.019
H 1.125 2.162 0.187
```